38
Properties=species:S:1:pos:R:3 method="wB97M-V/def2-TZVPD" energy_ev=-46959.332 lumo_ha="0.105 / 0.102" e_above_lowest_kj_mol=0.0 charge=-1 s2=0.764 spin_multiplicity=2
Hg 0.389 -1.082 0.908
N -0.729 -5.090 0.029
C -0.835 -3.777 0.439
S 0.144 -3.359 1.852
N -1.675 -3.035 -0.216
N -1.693 -1.725 0.205
C -2.713 -1.013 -0.051
C -2.888 0.367 0.384
C -4.009 1.033 -0.126
C -4.328 2.335 0.200
C -3.504 3.006 1.109
C -2.395 2.385 1.643
C -2.014 1.053 1.300
O -0.959 0.556 1.851
H 0.176 -5.488 0.217
H -1.077 -5.246 -0.904
H -3.531 -1.473 -0.610
H -4.645 0.485 -0.819
H -5.202 2.817 -0.220
H -3.742 4.022 1.401
H -1.778 2.888 2.380
O 0.415 3.027 0.406
C 0.556 1.974 -0.415
O -0.330 1.545 -1.104
C 1.927 1.365 -0.399
C 3.006 2.184 -0.594
C 4.276 1.573 -0.790
C 4.342 0.213 -0.848
C 3.192 -0.594 -0.668
N 1.975 0.019 -0.345
C 3.181 -2.023 -0.873
O 4.380 -2.647 -1.137
O 2.198 -2.727 -0.840
H -0.533 3.230 0.418
H 2.878 3.258 -0.613
H 5.162 2.180 -0.939
H 5.301 -0.242 -1.068
H 5.082 -1.994 -1.163

38
Properties=species:S:1:pos:R:3 method="wB97M-V/def2-TZVPD" energy_ev=-101241.911 lumo_ha="-0.034 / -0.095" e_above_lowest_kj_mol=0.0 s2=0.760 spin_multiplicity=2
Ir -0.846 -0.915 0.040
C 1.382 -3.980 1.801
O 1.578 -3.288 3.039
C 1.356 -1.971 3.201
C 1.569 -1.493 4.486
C 1.386 -0.154 4.814
C 0.981 0.742 3.850
C 0.730 0.291 2.554
C 0.403 1.240 1.523
N -0.100 0.897 0.391
N -0.093 1.795 -0.646
C -0.320 1.142 -1.746
O -0.512 -0.157 -1.757
C -0.351 1.839 -3.044
C -0.338 1.099 -4.220
C -0.361 1.750 -5.444
C -0.404 3.135 -5.492
C -0.424 3.874 -4.315
C -0.396 3.231 -3.091
C 0.923 -1.067 2.207
O 0.749 -1.497 0.949
H 1.666 -5.005 2.020
H 2.020 -3.577 1.018
H 0.342 -3.940 1.482
H 1.881 -2.211 5.233
H 1.565 0.178 5.827
H 0.845 1.791 4.084
H 0.670 2.285 1.643
H -0.313 0.019 -4.168
H -0.348 1.174 -6.360
H -0.427 3.643 -6.448
H -0.464 4.955 -4.354
H -0.411 3.792 -2.167
O -2.077 -1.039 1.731
Se -2.976 -2.018 0.678
O -4.362 -2.662 1.100
O -2.869 -0.948 -0.622
O -1.656 -2.950 0.200

32
Properties=species:S:1:pos:R:3 method="wB97M-V/def2-TZVPD" energy_ev=-23755.695 lumo_ha=0.000 e_above_lowest_kj_mol=128.3
C -2.742 -2.176 4.295
O -2.273 -2.989 3.219
C -1.879 -2.279 2.108
C -1.700 -3.044 0.918
C -1.013 -2.597 -0.157
C -0.617 -1.235 -0.148
C 0.059 -0.358 -1.050
C 0.669 -0.866 -2.435
C 2.153 -0.837 -2.496
N 3.252 -0.685 -2.433
C 0.232 0.904 -0.502
C 1.063 1.975 -0.926
C 0.880 2.311 -2.231
C 1.655 3.396 -2.814
N 2.547 4.074 -2.098
C 2.672 3.837 -0.752
C 1.910 2.822 -0.142
N -0.312 0.763 0.803
C -0.909 -0.496 0.991
N -1.448 -0.996 2.100
H -3.147 -2.767 5.043
H -3.591 -1.534 3.912
H -1.989 -1.552 4.677
H -1.930 -4.081 0.951
H -0.652 -3.262 -1.024
H 0.147 -0.389 -3.237
H 0.366 -1.898 -2.557
H 0.198 1.802 -2.855
H 1.588 3.716 -3.801
H 3.168 4.378 0.050
H 1.914 2.726 0.965
H -0.271 1.337 1.625

36
Properties=species:S:1:pos:R:3 method="wB97M-V/def2-TZVPD" energy_ev=-63471.756 lumo_ha=-0.180 e_above_lowest_kj_mol=58.3 charge=+1
Ti 0.949 0.025 0.335
O -0.897 -1.712 3.637
C -0.468 -0.928 2.682
O 0.444 -1.232 1.902
C -1.077 0.391 2.493
C -2.035 1.014 3.285
C -2.437 2.303 2.956
C -1.886 2.921 1.839
C -0.941 2.234 1.080
N -0.524 0.987 1.412
C -0.242 2.639 -0.151
O -0.391 3.804 -0.735
O 0.517 1.793 -0.636
H -0.415 -2.562 3.669
H -2.444 0.499 4.139
H -3.158 2.820 3.572
H -2.210 3.916 1.571
H -0.998 4.421 -0.299
O 2.224 0.140 -1.179
C 1.911 -1.079 -1.200
O 1.844 -1.650 -0.071
C 1.239 -1.703 -2.363
C 1.825 -2.204 -3.512
C 1.023 -2.777 -4.486
C -0.347 -2.875 -4.297
C -0.945 -2.336 -3.172
C -0.158 -1.714 -2.207
S -0.951 -0.908 -0.849
H 2.897 -2.152 -3.632
H 1.478 -3.162 -5.385
H -0.962 -3.363 -5.036
H -2.012 -2.394 -3.027
C 2.091 1.091 1.767
H 2.961 0.429 1.856
H 1.697 1.304 2.762
H 2.401 2.018 1.279

38
Properties=species:S:1:pos:R:3 method="wB97M-V/def2-TZVPD" energy_ev=-96686.992 lumo_ha="-0.062 / -0.092" e_above_lowest_kj_mol=23.7 s2=0.757 spin_multiplicity=2
Pt -1.149 -1.197 -0.650
S -5.663 -2.059 -1.196
Sb -4.020 -0.877 -2.365
S -2.118 -2.377 -2.378
S -2.848 0.381 -0.679
O 0.365 -0.281 -1.519
C 0.807 0.659 -0.568
C 2.275 0.950 -0.817
C 3.213 1.423 0.046
C 4.478 1.629 -0.584
C 4.452 1.313 -1.904
S 2.913 0.759 -2.397
C 0.570 0.018 0.793
C -0.504 0.173 1.654
C -0.401 -0.659 2.806
C 0.727 -1.418 2.786
S 1.680 -1.150 1.397
C 0.059 1.986 -0.739
C -0.516 2.401 -1.894
C -1.049 3.722 -1.806
C -0.842 4.285 -0.589
S -0.005 3.220 0.458
H 3.019 1.608 1.095
H 5.357 1.992 -0.070
H 5.262 1.363 -2.616
H -1.288 0.900 1.516
H -1.128 -0.672 3.605
H 1.049 -2.134 3.528
H -0.549 1.780 -2.778
H -1.563 4.220 -2.618
H -1.147 5.259 -0.236
C -1.771 -4.420 1.626
C -1.464 -3.223 0.791
O -2.362 -2.331 0.590
O -0.331 -3.070 0.270
H -2.688 -4.272 2.190
H -0.932 -4.622 2.291
H -1.886 -5.277 0.960

46
Properties=species:S:1:pos:R:3 method="wB97M-V/def2-TZVPD" energy_ev=-74550.802 lumo_ha=-0.010 e_above_lowest_kj_mol=37.1
Bi -6.588 -14.312 -1.292
O -4.181 -11.188 -1.359
S -4.203 -12.609 -1.099
O -2.898 -13.208 -1.004
O -5.016 -13.374 -2.237
O -5.108 -12.974 0.068
C -4.864 -8.341 -2.554
C -5.696 -9.328 -3.154
N -5.792 -9.590 -4.435
N -6.719 -10.588 -4.455
C -7.179 -11.009 -3.282
S -8.339 -12.220 -2.903
N -6.544 -10.122 -2.434
N -6.816 -10.052 -1.083
H -4.655 -7.632 -3.383
H -3.938 -8.726 -2.234
H -5.312 -7.925 -1.694
H -6.951 -11.069 -5.312
H -6.139 -10.642 -0.582
H -7.795 -10.412 -0.972
F -0.463 -16.208 0.475
C -1.755 -16.240 0.193
C -2.699 -16.121 1.148
F -2.228 -15.954 2.404
C -4.017 -16.107 0.883
F -4.920 -15.916 1.840
C -4.455 -16.253 -0.430
O -5.795 -16.088 -0.646
C -3.542 -16.425 -1.456
F -3.855 -16.525 -2.762
C -2.175 -16.464 -1.117
F -1.244 -16.735 -2.055
C -6.468 -16.974 -7.512
C -6.472 -16.419 -6.047
C -6.861 -17.169 -4.970
C -6.856 -16.569 -3.722
N -6.487 -15.311 -3.487
C -6.113 -14.575 -4.538
C -6.165 -15.058 -5.835
H -6.731 -18.022 -7.527
H -5.476 -16.795 -7.914
H -7.274 -16.399 -8.031
H -7.145 -18.171 -5.043
H -7.096 -17.156 -2.869
H -5.810 -13.569 -4.275
H -5.969 -14.367 -6.596